DFT (ωB97M-V with the def2-TZVPD basis set) results for a molecular structure, C59H62Ge2N5P2STi.

XYZ file:
```
132
Properties=species:S:1:pos:R:3:forces:R:3
Ti 0.07076 -0.26802 -0.24508 -0.5 -0.5 0.2
N 3.79616 -2.98635 -1.37494 -0.1 0.0 -0.1
C 2.81725 -2.03539 -1.11137 0.0 0.0 0.0
S 1.40372 -2.04829 -2.10889 0.3 0.2 0.1
N 3.08539 -1.20603 -0.16056 -0.4 0.1 0.1
N 2.10497 -0.22540 0.04595 1.0 0.2 0.3
C 2.66337 0.88653 0.50913 0.1 0.1 -0.2
C 1.90736 2.06216 0.58076 0.0 0.0 0.0
C 2.43675 3.30280 1.00575 0.0 0.1 0.0
C 1.63585 4.40836 1.02109 0.0 0.0 0.0
C 0.28194 4.27961 0.63359 0.0 0.0 0.0
C -0.16695 3.04734 0.23080 0.0 -0.1 0.0
N 0.60631 1.95091 0.16259 0.1 -0.2 0.1
H 3.43667 -3.82223 -1.80583 0.0 0.0 0.0
H 4.40192 -3.15854 -0.58597 0.0 0.0 0.0
H 3.72070 0.87763 0.74102 0.0 0.0 0.0
H 3.47315 3.34539 1.31671 0.0 0.0 0.0
H 2.02823 5.36722 1.33893 0.0 0.0 0.0
H -0.39816 5.11987 0.64967 0.0 0.0 0.0
H -1.20156 2.91134 -0.05357 0.0 0.0 0.0
C 0.53882 3.26808 6.45850 0.0 -0.1 0.0
C 0.63673 3.57377 5.10626 0.0 -0.1 0.0
C 0.65161 2.55674 4.16310 -0.1 0.1 -0.1
C 0.55276 1.21571 4.54032 0.0 0.0 -0.1
C 0.46269 0.92282 5.89997 0.1 0.0 0.0
C 0.45738 1.93945 6.84933 0.0 0.0 0.0
P 0.52594 -0.01711 3.14632 -0.2 -0.1 0.2
C 0.53492 -1.54584 4.17137 -0.1 0.1 0.0
C 1.79227 -1.98040 4.59405 0.0 0.0 0.0
C 1.92539 -3.04322 5.47585 -0.1 0.0 0.0
C 0.79207 -3.69278 5.95038 0.0 0.0 0.0
C -0.46338 -3.28066 5.52421 0.0 0.0 0.0
C -0.59135 -2.21972 4.63453 0.0 0.0 0.0
C -1.20598 0.26909 2.58130 0.0 0.1 -0.1
C -2.20800 0.51895 3.52202 0.0 0.0 0.1
C -3.46280 0.96712 3.14225 0.0 0.0 0.0
C -3.68334 1.23283 1.80013 0.0 0.0 0.0
C -2.68187 0.98348 0.87022 0.0 -0.1 0.2
C -1.42888 0.43667 1.19011 -0.3 0.1 0.5
H 0.53031 4.05734 7.20057 0.0 0.0 0.0
H 0.70489 4.60515 4.78197 0.0 0.0 0.0
H 0.72442 2.80886 3.10850 0.0 0.0 0.1
H 0.40096 -0.10562 6.23360 0.0 0.0 0.0
H 0.38518 1.68709 7.90091 0.0 0.0 0.0
H 2.67788 -1.46845 4.22716 0.0 0.0 0.0
H 2.91067 -3.36790 5.78917 0.0 0.0 0.0
H 0.88766 -4.52284 6.64044 0.0 0.0 0.0
H -1.35030 -3.78739 5.88338 0.0 0.0 0.0
H -1.57447 -1.91007 4.30184 0.0 0.0 0.0
H -1.99484 0.39785 4.57975 0.0 0.0 0.0
H -4.23083 1.15283 3.88465 0.0 0.0 0.0
H -4.63237 1.64694 1.47357 0.0 0.0 0.0
H -2.89729 1.24477 -0.15054 0.0 0.0 -0.2
C -0.75509 2.87137 -4.38375 0.0 0.0 0.1
C -0.23663 2.62482 -2.96296 0.0 0.0 -0.1
Ge 0.47739 0.77353 -2.66077 -0.3 0.2 -0.7
C 2.40234 1.04905 -2.97259 0.2 0.1 0.1
C 2.65454 1.75140 -4.30768 0.1 0.0 0.0
C -0.31486 -0.27772 -4.11907 0.2 0.0 -0.2
C -1.49662 -0.85312 -3.89066 -0.2 -0.2 -0.1
Ge -2.15482 -0.43530 -2.04993 0.1 0.3 -0.3
C -3.36887 -1.73284 -1.17360 0.0 -0.1 0.1
C -4.84295 -1.71828 -1.58369 0.0 0.0 0.1
C -3.42001 1.06945 -2.45670 0.0 0.1 -0.1
C -4.12930 0.94410 -3.80851 0.0 0.0 0.0
C -2.28406 -1.52901 -4.95900 0.1 0.1 0.1
C -2.15633 -1.16010 -6.30262 0.0 0.0 0.0
C -2.90631 -1.77774 -7.29223 0.0 0.0 0.1
C -3.81620 -2.77733 -6.96422 0.0 0.0 0.0
C -3.96438 -3.14647 -5.63452 0.0 0.0 0.0
C -3.21019 -2.52306 -4.64913 0.0 -0.1 0.1
H -1.12707 3.89448 -4.50547 0.0 0.0 0.0
H -1.57184 2.19192 -4.63122 0.0 0.0 0.0
H 0.02459 2.71414 -5.13400 0.0 0.0 0.0
H -1.02858 2.82458 -2.24382 0.0 0.1 0.0
H 0.57093 3.32433 -2.72081 0.0 0.0 0.0
H 2.89015 0.07784 -2.93154 0.1 0.0 0.0
H 2.78990 1.64290 -2.14020 0.0 0.0 0.0
H 2.25052 1.17995 -5.14827 0.0 0.0 0.0
H 3.72652 1.87762 -4.48776 0.0 0.0 0.0
H 2.19985 2.74433 -4.33988 0.0 0.0 0.0
H 0.15916 -0.34379 -5.10313 -0.1 0.0 0.0
H -3.28031 -1.43526 -0.12704 0.0 -0.1 0.0
H -2.94200 -2.73302 -1.24068 0.0 -0.1 0.0
H -5.27698 -0.72035 -1.49049 0.0 0.0 0.0
H -5.42523 -2.38464 -0.93851 0.0 0.0 0.0
H -5.00576 -2.04344 -2.61323 0.0 0.0 0.0
H -2.87672 2.01527 -2.41466 0.0 0.0 0.0
H -4.16162 1.10448 -1.65616 0.0 0.0 0.0
H -3.42465 0.99404 -4.64077 0.0 0.0 0.0
H -4.85670 1.75105 -3.94625 0.0 0.0 0.0
H -4.66477 -0.00348 -3.90670 0.0 0.0 0.0
H -1.47402 -0.35981 -6.56416 0.0 0.0 0.0
H -2.79264 -1.46694 -8.32411 0.0 0.0 0.0
H -4.40919 -3.25333 -7.73570 0.0 0.0 0.0
H -4.67058 -3.92154 -5.35934 0.0 0.0 0.0
H -3.32641 -2.81733 -3.61379 0.0 0.0 0.0
N -0.43180 -1.97716 0.39647 0.2 -0.4 -0.3
P -0.30577 -3.52740 0.37567 -0.3 0.1 0.4
C 1.34940 -4.23502 0.64770 0.1 0.1 0.0
C 2.15062 -3.58187 1.58071 0.0 0.0 0.0
C 3.37704 -4.11435 1.94994 0.0 0.0 0.0
C 3.81819 -5.30110 1.37999 0.0 0.0 0.0
C 3.03517 -5.94544 0.42898 0.0 0.0 0.0
C 1.80534 -5.41395 0.06158 0.1 0.0 0.0
C -1.24391 -4.21371 1.80062 -0.1 0.0 0.0
C -0.82044 -5.27913 2.58927 0.0 0.0 0.0
C -1.65812 -5.81350 3.56169 0.0 0.0 0.0
C -2.92232 -5.27894 3.76408 0.0 0.0 0.0
C -3.33854 -4.18802 3.00986 0.1 0.0 0.0
C -2.50207 -3.65645 2.03861 0.1 0.0 0.0
C -0.97846 -4.59225 -0.97739 0.0 0.0 -0.1
C -0.95668 -4.21163 -2.31838 -0.1 0.0 0.0
C -1.32149 -5.10417 -3.31945 0.0 0.1 0.0
C -1.74239 -6.38520 -2.99934 0.0 0.0 0.0
C -1.80913 -6.76760 -1.66685 0.0 0.0 0.0
C -1.43098 -5.88041 -0.66936 0.0 0.0 0.0
H 1.81018 -2.64612 2.00512 0.0 0.0 0.0
H 3.98966 -3.59520 2.67746 0.0 0.0 0.0
H 4.77501 -5.72037 1.66779 0.0 0.0 0.0
H 3.38286 -6.86299 -0.03097 0.0 0.0 0.0
H 1.20714 -5.91674 -0.68765 0.0 0.0 0.0
H 0.16536 -5.70527 2.44272 0.0 0.0 0.0
H -1.31551 -6.64373 4.16772 0.0 0.0 0.0
H -3.57518 -5.69997 4.51967 0.0 0.0 0.0
H -4.31467 -3.74882 3.17816 0.0 0.0 0.0
H -2.81107 -2.79315 1.45958 0.0 0.0 0.0
H -0.64036 -3.21550 -2.59519 -0.1 -0.1 0.1
H -1.27668 -4.78509 -4.35290 0.0 0.0 0.0
H -2.02478 -7.07846 -3.78265 0.0 0.0 0.0
H -2.15276 -7.75926 -1.39698 0.0 0.0 0.0
H -1.48365 -6.21135 0.35756 0.0 0.0 0.0
```
Forces are in eV/Å.

Output
E_tot: -235201.279 eV
2S+1: 3
ΔE to the lowest compared entry with this formula, charge and spin: 0.0 kcal/mol
Expectation value of S²: 2.02
Lowest unoccupied orbital energy (spin up / spin down): 2.42 / 1.50 eV
HOMO-LUMO gap (spin up / spin down): 5.332 / 6.067 eV
Total charge: -1